Here is a molecular structure, C49H43CrO3P2Se2 from the OMol25 dataset. Energies are from ωB97M-V/def2-TZVPD.

```
100
Properties=species:S:1:pos:R:3
H 4.713 2.269 0.888
C -5.229 -0.654 -0.247
H -1.327 -1.883 -6.020
Se -0.201 2.037 -2.012
O -2.039 6.191 -1.069
C 4.399 1.433 4.147
C -0.664 -1.383 -2.742
H -3.651 2.967 0.414
C -2.013 -5.008 -0.316
C -3.918 -1.107 -0.257
P -1.262 -1.039 -1.057
H -0.878 -6.367 0.895
C 3.262 0.643 4.066
H -5.092 1.440 -2.902
C 4.463 -1.206 0.103
H -5.913 -1.013 0.510
C -2.131 -3.708 -0.779
C 1.385 -1.799 -3.982
H -3.559 -4.422 4.239
C 4.434 -3.259 -1.147
C -0.057 -4.387 0.933
P 2.316 0.664 0.114
C -3.453 0.280 -2.167
C -1.131 -0.831 2.752
H 2.624 -3.656 -2.249
C 3.799 2.188 -3.374
H 0.275 4.472 -0.452
C 4.296 1.815 1.776
H 4.069 1.795 -4.345
H 6.083 -2.601 0.059
H -2.475 -1.426 -3.887
H -1.193 6.396 -0.657
C 3.021 1.806 -1.122
H 0.511 -2.324 0.819
H 3.547 5.104 -1.685
H 2.461 -1.902 -4.005
C -0.187 -3.081 0.484
C 5.088 -2.375 -0.298
C -2.433 -2.769 3.487
C -4.768 0.720 -2.161
Cr -0.180 0.913 0.204
C -2.650 5.149 -0.338
H -2.937 -3.455 -1.458
C 2.638 0.442 2.846
C -0.426 4.244 0.355
H 3.353 0.257 -2.582
H 4.880 1.595 5.102
H -3.463 -3.649 6.585
H -2.907 5.490 0.676
H 4.178 4.228 -3.910
H -2.746 0.692 -2.879
C 3.160 -2.972 -1.607
C 3.391 1.319 -2.373
C -0.751 -1.780 -5.111
H -3.582 4.929 -0.864
C -1.794 3.868 -0.244
C 3.182 -0.892 -0.347
H 1.734 -0.154 2.796
C -1.709 -1.154 5.121
C 0.631 -1.901 -5.145
H 4.972 -0.534 0.780
C -3.023 -0.651 -1.224
C -1.223 -2.733 -0.377
H 2.849 0.188 4.957
H 0.752 -4.644 1.604
H 2.763 3.569 0.073
O -2.178 1.552 0.484
H -1.525 4.115 -2.355
C -0.972 -5.351 0.538
C 2.563 -1.781 -1.214
Se 0.409 2.917 1.539
H -6.682 0.605 -1.199
C -1.398 -1.521 -3.909
H 4.913 -4.182 -1.444
C -2.319 -1.896 6.118
C -0.565 -0.228 1.856
O 1.283 -1.446 -1.559
C -2.585 2.924 0.665
C -5.658 0.255 -1.203
H 5.800 2.635 3.056
H -2.393 1.044 1.283
H -0.535 5.130 0.989
H -2.728 -5.757 -0.631
C 3.152 1.027 1.692
H -2.274 -1.555 7.143
C 3.857 3.550 -3.130
C 0.717 -1.558 -2.797
H -2.622 2.805 -1.918
C -1.757 -1.585 3.794
C 3.502 4.041 -1.882
C 4.914 2.017 3.000
H -2.442 3.200 1.713
H -3.588 -1.804 0.503
H 1.134 -2.086 -6.085
C -3.040 -3.505 4.488
H -2.466 -3.106 2.459
C -2.986 -3.073 5.805
C 3.077 3.180 -0.887
H -1.190 -0.234 5.355
C -1.679 3.289 -1.660
```

Calculated values
maximum force	0.0055	hartree/bohr
frontier orbital gap (alpha / beta)	7.296 / 7.514	eV
E_HOMO (alpha / beta)	-6.9653 / -7.0610	eV
2S+1	4
ΔE to the lowest compared entry with this formula, charge and spin	0.0	kJ/mol

Löwdin population analysis, charges in e, atoms 1 to 99: 0.10, -0.07, 0.10, 0.72, -0.05, -0.08, -0.27, 0.14, -0.08, -0.09, 1.09, 0.10, -0.07, 0.11, -0.05, 0.11, -0.09, -0.01, 0.10, -0.06, -0.07, 1.05, -0.12, -0.11, 0.13, -0.07, 0.05, -0.10, 0.10, 0.10, 0.10, 0.08, -0.38, 0.09, 0.11, 0.12, -0.10, -0.07, -0.04, -0.07, -0.03, -0.23, 0.11, -0.10, -0.51, 0.10, 0.10, 0.10, 0.13, 0.10, 0.08, 0.00, -0.09, -0.08, 0.13, -0.55, -0.25, 0.08, -0.04, -0.07, 0.11, -0.35, -0.33, 0.11, 0.11, 0.07, -0.23, 0.07, -0.09, -0.29, 0.74, 0.10, -0.06, 0.11, -0.09, -0.16, -0.09, -0.18, -0.08, 0.10, 0.09, 0.06, 0.10, -0.40, 0.10, -0.08, -0.27, 0.05, -0.25, -0.07, -0.07, 0.12, 0.10, 0.11, -0.08, 0.10, -0.10, -0.14, 0.11

Here is a molecular structure, C20H46AlO4P4 from the OMol25 dataset. Energies are from ωB97M-V/def2-TZVPD.

```
75
Properties=species:S:1:pos:R:3
H 1.276 -3.365 1.350
H -2.869 2.455 1.459
H -1.554 -3.403 3.179
H 0.976 2.671 2.372
H -1.716 -2.209 -1.137
H 2.798 -2.065 2.604
P 2.468 0.203 1.682
O 0.225 -2.327 3.266
H -2.859 0.994 -2.089
H -0.326 4.043 -7.183
C 0.529 -0.503 5.444
H -1.613 1.287 4.910
H -1.103 1.329 -2.077
H 3.070 2.576 1.904
H -3.580 2.353 -0.174
H -0.148 -4.228 3.913
Al 0.213 0.263 1.121
C 3.210 1.680 2.513
H 1.219 -2.426 -2.421
O -1.727 0.535 2.985
H -4.172 -0.084 -0.170
C -2.324 0.771 4.231
H 1.597 -3.825 -0.343
H 1.098 -1.426 5.680
C 0.265 2.370 1.608
P -0.626 -0.812 3.131
H -1.685 -0.342 -2.100
H 0.937 0.327 6.056
C -0.815 0.262 -6.458
C -0.133 0.670 -7.608
H 4.312 -1.125 2.626
C 3.229 -1.081 2.786
H -1.398 -3.092 0.367
H 4.282 1.514 2.663
H 4.676 0.264 0.579
H 1.793 2.376 0.029
P 0.487 -1.623 -0.177
H -2.738 -0.160 4.679
C -2.648 2.306 0.399
O 0.699 -0.174 4.084
H -1.849 0.876 -4.680
H 0.464 -0.810 -2.488
P -1.845 0.659 0.137
H -3.121 -1.441 0.307
H 0.571 2.339 -8.760
H 3.574 -0.875 -0.227
H -0.618 -1.607 -6.848
O -1.018 -1.063 -6.151
H 2.113 -0.973 -1.894
C -0.950 -2.739 -0.566
C -1.322 1.213 -5.567
C -1.886 0.659 -1.713
H -3.642 -0.261 1.518
C 1.134 -1.456 -1.916
H 2.642 -2.647 0.479
H 0.260 -0.074 -8.299
C 1.612 -2.997 0.376
H 2.732 1.840 3.484
H -1.985 3.109 0.067
H -1.538 3.302 -5.140
C -0.666 -3.251 3.832
H 3.367 0.865 -0.482
H -0.961 -2.950 4.861
C -0.462 2.985 -6.981
C 3.641 0.104 0.253
H 3.042 -0.810 3.827
C 0.739 2.189 0.243
H -0.698 2.848 1.768
C -1.142 2.567 -5.835
H 0.118 2.553 -0.578
C 0.040 2.030 -7.864
H -3.183 1.454 4.078
H -0.530 -0.629 5.755
H -0.619 -3.603 -1.153
C -3.339 -0.385 0.475
```

Calculated values
maximum force	0.0949	hartree/bohr
frontier orbital gap (alpha / beta)	6.264 / 3.939	eV
E_HOMO (alpha / beta)	-16.4747 / -15.7889	eV
total charge	+3
ΔE to the lowest compared entry with this formula, charge and spin	381.4	kJ/mol

Okay, here come the Löwdin numbers, in e, for every atom: 0.05, 0.06, 0.08, 0.09, 0.03, 0.03, 0.84, -0.42, 0.07, 0.15, -0.15, 0.10, 0.04, 0.05, 0.07, 0.11, -0.20, -0.21, 0.07, -0.50, 0.07, -0.16, 0.07, 0.11, -0.06, 0.96, 0.02, 0.11, -0.21, 0.06, 0.07, -0.19, 0.06, 0.08, 0.07, 0.08, 0.82, 0.10, -0.20, -0.42, 0.12, 0.02, 0.83, 0.03, 0.14, 0.03, 0.15, 0.18, 0.04, -0.21, 0.05, -0.25, 0.06, -0.21, 0.03, 0.15, -0.21, 0.06, 0.05, 0.13, -0.19, 0.04, 0.09, 0.05, -0.22, 0.06, -0.08, 0.08, 0.01, 0.08, 0.02, 0.10, 0.08, 0.07, -0.19

Here is a molecular structure, C31H39IN5O2SSi2Zr from the OMol25 dataset. Energies are from ωB97M-V/def2-TZVPD.

```
82
Properties=species:S:1:pos:R:3
H 0.011 1.717 -4.036
C 0.862 -2.826 1.293
N -2.956 -2.144 -3.798
Si 0.648 2.829 -1.939
H -0.594 -4.372 1.576
C 2.195 1.765 -1.832
H -1.159 -1.827 3.383
H 0.558 -5.368 3.508
H -0.006 -4.114 -0.580
H 2.055 4.844 -2.126
Si -2.736 -0.530 1.885
H -2.108 -5.327 -0.956
H -3.724 1.358 3.143
S 0.274 1.973 2.301
H 2.016 0.687 -1.916
C 2.696 5.717 1.674
C 2.667 -2.793 2.910
H -1.135 -0.078 3.704
Zr -0.186 0.218 -0.018
C 0.038 2.753 -3.694
C 2.143 -3.924 3.518
H -3.362 -4.159 -3.895
H 2.836 2.014 -2.682
C -3.671 4.008 -1.078
C 1.274 3.309 1.997
I 2.788 -0.557 0.891
C -4.025 1.961 0.118
C -1.239 -1.443 -2.314
C 2.667 3.304 1.781
H -4.450 -2.045 0.932
H -0.237 -0.732 2.382
N -0.441 2.141 -0.764
H 1.482 4.645 -0.473
C 2.020 -2.257 1.809
C -2.505 0.231 -3.729
C -1.857 -3.774 -2.427
H -4.050 4.925 -1.510
H 0.741 6.603 1.919
N -2.109 0.467 0.575
C -0.245 -3.060 -0.701
H -1.663 4.390 -1.710
H -0.312 4.539 2.145
O -0.447 -5.737 -2.020
H -3.352 -2.926 1.991
N 0.198 -2.224 0.179
N 0.694 4.539 2.015
H 3.570 -2.336 3.291
H -5.583 3.358 -0.353
H 3.175 2.352 1.778
C 0.979 -4.497 3.026
C -3.965 0.303 3.002
H 0.415 5.318 -1.704
H -2.852 -2.482 0.347
C 3.357 4.478 1.626
H -1.906 0.471 -4.610
C -1.799 2.530 -0.650
H -4.698 1.269 0.608
H 0.728 3.303 -4.338
H -2.270 0.959 -2.953
H -2.446 -5.813 -2.606
H 2.777 1.969 -0.928
H -3.917 -0.186 3.979
H -0.178 -5.850 -2.938
H 4.428 4.451 1.473
C -1.771 -5.215 -1.989
C -1.094 -2.744 -1.837
C -2.233 -1.169 -3.278
C 1.350 5.712 1.871
O -0.442 -0.472 -1.870
C -2.752 -3.407 -3.407
H -4.993 0.233 2.645
H -3.554 0.315 -4.006
C 1.189 4.571 -1.518
C -2.677 1.655 0.030
H 3.226 6.650 1.559
C 0.339 -3.948 1.927
H 2.639 -4.347 4.380
C -1.189 -0.839 2.922
C -3.404 -2.145 1.228
C -4.527 3.137 -0.430
H -0.958 3.178 -3.826
C -2.318 3.702 -1.189
```

Calculated values
maximum force	0.0220	hartree/bohr
frontier orbital gap	6.286	eV
E_HOMO	-9.6015	eV
total charge	+1
ΔE to the lowest compared entry with this formula, charge and spin	16.1	kJ/mol

Okay, here come the Löwdin numbers, in e, for every atom: 0.02, -0.36, 0.14, 0.38, 0.12, -0.20, 0.05, 0.12, 0.13, 0.05, 0.40, 0.13, 0.04, 0.64, -0.01, -0.05, -0.13, 0.03, 1.49, -0.15, -0.06, 0.12, 0.05, -0.09, -0.72, 1.15, -0.04, -0.25, -0.09, 0.04, -0.06, -0.26, -0.01, -0.62, 0.00, -0.14, 0.10, 0.14, -0.24, -0.03, 0.08, 0.15, -0.06, 0.04, -0.02, 0.07, 0.10, 0.10, 0.06, -0.05, -0.16, 0.03, 0.01, -0.03, 0.09, -0.33, 0.09, 0.04, 0.06, 0.12, -0.01, 0.04, 0.10, 0.12, -0.20, -0.08, -0.24, -0.06, -0.27, -0.08, 0.03, 0.09, -0.14, -0.31, 0.12, -0.02, 0.12, -0.20, -0.15, -0.09, 0.04, -0.05

Here is 10 unconnected molecules or ions with the total composition C22H67N3O13 from the OMol25 dataset. Energies are from ωB97M-V/def2-TZVPD.

```
105
Properties=species:S:1:pos:R:3
H -4.807 -2.861 -0.011
H 0.928 -0.117 2.853
H -0.442 -4.280 4.932
H -0.944 3.682 -0.975
C 0.852 -2.759 5.818
H -1.185 -1.111 1.159
O -2.156 2.520 0.184
O 1.942 -0.844 -0.304
O 0.165 0.409 3.112
H 1.186 -3.339 6.639
H -4.428 2.457 3.056
H -3.769 0.672 0.783
O 1.655 2.561 -5.006
H -1.328 1.123 1.399
C -2.169 1.810 1.397
H 2.390 0.737 -1.429
H -1.285 0.445 -0.775
H -0.328 -5.350 0.990
H 0.996 -2.613 -3.752
H 0.701 -1.668 6.107
H 1.238 -1.310 0.225
H -2.870 -0.526 2.568
H 1.307 1.037 0.035
C -3.953 -2.234 0.062
H 0.828 2.205 3.992
H 0.605 -0.302 -2.636
O 2.543 -1.315 2.653
H -5.470 1.948 1.793
N -3.307 0.330 2.843
C -4.192 1.195 -2.321
H 2.521 -1.082 -4.691
O -3.432 -2.400 1.398
H 0.005 1.253 -2.048
H 3.293 3.908 -3.968
H -1.917 2.490 2.221
H -4.225 0.023 3.110
H 1.396 -2.706 3.980
H 1.300 0.823 4.858
H 4.047 -3.318 -3.241
C 3.854 -0.964 3.084
O -0.783 -0.315 -1.079
C 0.330 0.222 -1.743
C -0.847 1.521 4.954
H -1.281 -3.254 -0.085
H 4.561 -1.971 -2.180
H 5.054 -3.557 -1.944
O 3.054 -3.296 -1.436
H 1.837 -1.621 -6.232
C 2.058 -1.953 -5.227
C 2.326 5.617 -4.899
H -4.455 0.716 -3.243
H 1.304 5.314 -4.705
C 4.182 -2.998 -2.227
H 2.546 -1.246 1.731
C -4.480 2.291 1.990
H -0.587 -1.924 2.421
H 5.310 4.161 -5.407
C 1.111 1.509 -5.734
H 4.142 0.073 2.804
H -3.343 0.623 -1.906
H 2.770 -2.483 -1.069
H 3.506 2.631 -6.024
H -2.395 0.330 4.970
C -2.570 -3.459 1.591
H 3.931 -1.041 4.129
H 2.659 -2.891 -5.236
H -5.970 1.708 -1.767
H -1.517 2.018 4.258
H 4.583 -1.645 2.664
O -5.321 1.050 -1.479
N -0.567 -1.970 1.393
H -0.811 4.059 0.637
H 0.974 0.596 -5.095
H -3.250 -2.471 -0.763
N 4.538 4.805 -5.445
C -0.583 -3.258 5.403
C 2.612 3.226 -5.764
H 0.076 1.701 -6.043
H 0.008 -4.433 2.471
H -1.219 -3.176 6.270
H -4.238 -1.216 0.036
H 0.878 -4.052 1.062
H -4.266 3.159 1.457
O 1.776 -2.937 4.807
H 2.757 6.212 -4.062
H -0.466 2.233 5.731
H 4.826 5.618 -4.915
H -1.221 -1.509 4.743
C -0.104 -4.384 1.348
C 0.483 1.199 4.226
H -0.045 2.602 0.078
H 2.255 3.670 -6.709
H -2.319 -3.470 2.600
C -3.463 1.174 1.678
O 0.839 -2.130 -4.601
O -1.573 0.450 5.524
H 2.316 6.219 -5.809
H 1.742 1.248 -6.525
H -3.919 2.254 -2.517
C -0.925 3.221 -0.007
C 1.536 0.372 -0.830
C -1.138 -3.222 0.968
C 3.255 4.399 -4.953
O -1.095 -2.401 4.348
H -2.933 -4.440 1.278
```

Calculated values
SMILES string	COC[C@H](C)N.COC[C@H](C)N.COC[C@H](C)N.OCCO.OCCO.OCCO.CO.CO.CO.CO
maximum force	0.0637	hartree/bohr
frontier orbital gap	9.352	eV
E_HOMO	-8.8318	eV
ΔE to the lowest compared entry with this formula, charge and spin	0.0	kJ/mol

Löwdin population analysis, charges in e, atoms 1 to 99: 0.08, 0.04, 0.13, 0.09, -0.25, 0.09, -0.17, -0.11, -0.08, 0.10, 0.08, 0.11, -0.16, 0.10, -0.25, 0.13, 0.05, 0.05, 0.10, 0.13, 0.08, 0.05, 0.11, -0.04, 0.11, 0.09, -0.12, 0.07, 0.09, -0.16, 0.08, -0.19, 0.13, 0.13, 0.13, 0.09, 0.04, 0.12, 0.05, -0.11, -0.06, -0.22, -0.24, 0.10, 0.09, 0.06, -0.10, 0.07, -0.20, -0.06, 0.06, 0.07, -0.17, 0.02, -0.02, 0.05, 0.07, -0.11, 0.09, 0.07, 0.00, 0.12, 0.08, -0.21, 0.06, 0.09, 0.08, 0.09, 0.08, -0.13, 0.05, 0.08, 0.08, 0.10, 0.03, -0.18, -0.24, 0.10, 0.08, 0.11, 0.05, 0.06, 0.06, -0.05, 0.08, 0.13, 0.07, 0.06, -0.01, -0.24, 0.06, 0.13, 0.08, -0.42, -0.14, -0.09, 0.08, 0.06, 0.09

Here is C7H6N4 in the gas phase from the OMol25 dataset. Energies are from ωB97M-V/def2-TZVPD.

```
17
Properties=species:S:1:pos:R:3
H -0.706 -2.497 -1.014
C 0.021 -1.093 0.386
H -0.385 0.151 3.380
C -0.253 0.132 2.291
N -0.230 -1.076 1.660
N -0.042 2.488 -0.486
C -0.051 1.326 0.258
N 0.161 0.061 -1.759
C 0.061 0.100 -0.386
C 0.126 1.213 -2.369
H 0.203 1.253 -3.437
H 1.015 -2.483 -0.875
C 0.088 -2.442 -0.281
C -0.063 1.358 1.682
H 0.110 -3.214 0.465
H -0.120 2.293 2.250
N 0.069 2.431 -1.765
```

Calculated values
SMILES string	Cc1nccc2nncnc12
maximum force	0.0323	hartree/bohr
frontier orbital gap	8.510	eV
E_HOMO	-9.4990	eV
ΔE to the lowest compared entry with this formula, charge and spin	64.8	kJ/mol

Okay, here come the natural (NBO) numbers, in e, for every atom: 0.24, 0.27, 0.20, 0.03, -0.41, -0.13, 0.10, -0.37, 0.08, 0.19, 0.19, 0.23, -0.65, -0.25, 0.24, 0.24, -0.19

Here is 2 unconnected molecules or ions with the total composition C5H5N from the OMol25 dataset. Energies are from ωB97M-V/def2-TZVPD.

```
11
Properties=species:S:1:pos:R:3
C -2.090 0.120 -0.824
C -1.228 0.313 0.057
C -0.150 0.740 0.739
H 3.549 -0.717 -0.387
C -0.764 -0.148 1.469
H -2.964 -0.520 -0.621
H -2.157 0.750 -1.689
H 1.943 -0.538 -1.198
C 2.539 -0.167 -0.462
H -1.047 -0.406 2.435
N 2.368 0.574 0.482
```

Calculated values
maximum force	0.1073	hartree/bohr
frontier orbital gap (alpha / beta)	7.880 / 8.424	eV
E_HOMO (alpha / beta)	-8.6506 / -8.6377	eV
ΔE to the lowest compared entry with this formula, charge and spin	819.3	kJ/mol

Okay, here come the natural (NBO) numbers, in e, for every atom: -0.54, -0.01, 0.10, 0.19, -0.23, 0.22, 0.22, 0.20, -0.20, 0.24, -0.19